Run P
The following is a DFT calculation (ωB97M-V/def2-TZVPD) of a cluster of 2 separate species, C5H3N3O in total.

Computed properties:
charge = 0
E_HOMO = -9.252 eV
Kohn-Sham gap = 8.72 eV

Element x y z (Å)
C (-1.07729, 0.59503, -0.29188)
H (-1.89324, -0.04805, -0.50062)
O (3.71580, 1.56947, -0.14900)
H (-1.50303, 2.72179, 0.14905)
N (-0.99220, 1.88996, 0.01786)
C (3.14383, -0.76155, 0.01169)
H (3.12883, -3.04166, 0.14383)
N (0.33738, 2.15854, 0.29092)
C (3.07556, 0.61190, -0.03531)
C (2.99693, -1.99637, 0.02719)
C (0.93374, 1.03360, -0.00056)
N (0.07853, 0.02747, -0.39673)

Atom charges from the natural (NBO) analysis, given in e for atoms 1 to 5: atom 1 (C): 0.178, atom 2 (H): 0.209, atom 3 (O): -0.413, atom 4 (H): 0.428, atom 5 (N): -0.387

---

Run Q
The following is a DFT calculation (ωB97M-V/def2-TZVPD) of an isolated molecule of C5H3N3O.

Computed properties:
charge = 0
E_HOMO = -9.718 eV
SMILES = O=C1NN=C2C=NC=C12
Kohn-Sham gap = 8.21 eV

Element x y z (Å)
N (2.36624, -0.57539, 0.18313)
H (1.39844, -2.43196, 0.29064)
H (2.74228, 1.51038, -0.34977)
C (0.10991, -0.61631, -0.06865)
C (0.64654, 0.82962, -0.21796)
N (-1.52421, 0.89353, 0.21861)
C (2.06539, 0.66661, -0.08803)
H (-2.52038, 1.08647, 0.36659)
N (-0.38470, 1.63974, 0.00915)
C (-1.43470, -0.38844, 0.08322)
C (1.05031, -1.42784, 0.00048)
O (-2.43080, -1.03149, -0.17975)

Atom charges from the natural (NBO) analysis, given in e for atoms 1 to 5: atom 1 (N): -0.359, atom 2 (H): 0.244, atom 3 (H): 0.226, atom 4 (C): -0.211, atom 5 (C): 0.103

---

Most stable structure: run Q

---

Run P
The following is a DFT calculation (ωB97M-V/def2-TZVPD) of an isolated molecule of C3H5P.

Computed properties:
charge = 0
E_HOMO = -8.230 eV
SMILES = PC1C=C1
Kohn-Sham gap = 8.91 eV

Element x y z (Å)
P (1.56853, 0.49775, 0.18806)
C (-1.50224, -0.06004, 0.95856)
H (0.11737, -1.76281, -0.17856)
C (-0.07909, -0.72836, 0.06377)
H (1.35518, 1.23785, -1.01777)
H (-2.03547, -0.59408, 1.74032)
H (-0.94664, 1.06042, -0.94852)
H (2.70433, 0.10914, -0.53065)
C (-1.18196, 0.24012, -0.27521)

Atom charges from the natural (NBO) analysis, given in e for atoms 1 to 5: atom 1 (P): 0.168, atom 2 (C): -0.163, atom 3 (H): 0.224, atom 4 (C): -0.467, atom 5 (H): -0.039

---

Run Q
The following is a DFT calculation (ωB97M-V/def2-TZVPD) of an isolated molecule of C3H5P.

Computed properties:
charge = 0
E_HOMO = -9.016 eV
SMILES = CC=C=P
Kohn-Sham gap = 9.57 eV

Element x y z (Å)
P (2.61420, 0.86334, -0.30481)
H (-1.18489, -1.00820, 1.38329)
H (-2.20682, -0.42337, 0.07341)
H (-0.57168, 1.16418, 0.47762)
C (1.07065, 0.50795, -0.31876)
C (-0.16737, 0.27134, 0.14627)
H (-1.19146, -1.88157, -0.21986)
H (2.80719, 1.36323, -1.58663)
C (-1.16982, -0.85691, 0.34947)

Atom charges from the natural (NBO) analysis, given in e for atoms 1 to 5: atom 1 (P): 0.412, atom 2 (H): 0.226, atom 3 (H): 0.221, atom 4 (H): 0.212, atom 5 (C): -0.394

---

Most stable structure: run Q

---

Run P
The following is a DFT calculation (ωB97M-V/def2-TZVPD) of a cluster of 2 separate species, C5H11N4 in total.

Computed properties:
charge = +1
E_HOMO = -12.956 eV
Kohn-Sham gap = 8.62 eV

Element x y z (Å)
N (-1.15437, -0.42033, -1.10628)
H (0.70742, -0.47911, -2.02345)
N (2.28445, 0.02661, 0.16653)
H (-0.66364, -1.04418, -3.15000)
N (-1.30560, 0.50877, 2.09459)
H (-2.11873, -0.75236, -1.15543)
C (0.27434, -1.11441, 1.33841)
H (-0.50361, 0.70301, -2.73643)
H (0.74905, 1.74225, -0.10617)
H (2.39197, 0.58931, -0.59579)
H (-0.97617, -1.27195, 3.05648)
C (-0.65355, -0.59909, 2.26731)
C (-0.37678, -0.33127, -2.36932)
C (-0.81933, 1.33962, 1.20309)
N (0.31432, 1.11976, 0.50649)
H (-1.33066, 0.52021, -0.75706)
H (2.92122, -0.72278, 0.27649)
H (0.63282, -2.05316, 1.46540)
C (0.92961, -0.06761, 0.52631)
H (-1.30276, 2.30669, 1.09883)

Atom charges from the natural (NBO) analysis, given in e for atoms 1 to 5: atom 1 (N): -0.864, atom 2 (H): 0.159, atom 3 (N): -0.749, atom 4 (H): 0.238, atom 5 (N): -0.400

---

Run Q
The following is a DFT calculation (ωB97M-V/def2-TZVPD) of the ion C5H11N4 with charge +1.

Computed properties:
charge = +1
E_HOMO = -12.419 eV
SMILES = Cn1cc[nH]/c1=[N+](\C)N
Kohn-Sham gap = 9.71 eV

Element x y z (Å)
C (0.15874, -2.10031, 1.37706)
H (-1.91442, -2.47937, 2.01092)
N (-0.34906, 0.88435, -0.49583)
H (0.77574, -2.87345, 1.78775)
N (0.70276, -1.11382, 0.60308)
H (2.64858, -0.54432, 1.09989)
H (-2.09019, 1.86827, 0.17422)
N (-1.49406, -0.77822, 0.77073)
H (-2.24551, 1.06472, -1.41354)
H (2.22614, -0.40113, -0.61734)
H (2.49182, -2.00764, 0.10804)
H (1.13711, 2.20557, -0.69634)
H (-1.31479, 2.56152, -1.24949)
C (-1.17271, -1.91627, 1.48674)
C (-1.57574, 1.62713, -0.75645)
H (-2.43377, -0.43360, 0.65389)
C (2.09793, -1.00570, 0.27733)
N (0.86235, 1.29039, -1.04839)
C (-0.40338, -0.24158, 0.22017)
H (0.81441, 1.32430, -2.06434)

Atom charges from the natural (NBO) analysis, given in e for atoms 1 to 5: atom 1 (C): -0.033, atom 2 (H): 0.254, atom 3 (N): -0.246, atom 4 (H): 0.252, atom 5 (N): -0.325

---

Most stable structure: run Q

---

Run P
The following is a DFT calculation (ωB97M-V/def2-TZVPD) of a cluster of 2 separate species, CH3N5S in total.

Computed properties:
charge = 0
E_HOMO = -9.810 eV
SMILES = N#[N+][S-].N#CNN
Kohn-Sham gap = 10.31 eV

Element x y z (Å)
H (1.16232, 1.44246, 1.15945)
N (0.86880, 0.94254, 0.35507)
N (-3.25210, -0.01701, -0.17465)
N (-0.04220, -2.27417, 0.92632)
N (1.48512, -0.31453, 0.42596)
S (-1.99387, 0.66405, -2.43073)
C (0.70164, -1.43057, 0.67059)
H (2.48166, -0.59856, 0.65131)
N (-2.74632, 0.27552, -1.13753)
H (1.33496, 1.31028, -0.44578)

Atom charges from the natural (NBO) analysis, given in e for atoms 1 to 5: atom 1 (H): 0.347, atom 2 (N): -0.584, atom 3 (N): 0.049, atom 4 (N): -0.376, atom 5 (N): -0.539

---

Run Q
The following is a DFT calculation (ωB97M-V/def2-TZVPD) of a cluster of 2 separate species, CH3N5S in total.

Computed properties:
charge = 0
E_HOMO = -9.966 eV
SMILES = N#[N+][S-].N#CNN
Kohn-Sham gap = 10.54 eV

Element x y z (Å)
N (-0.73817, 0.02362, -0.30093)
H (-2.45842, -0.57235, 0.61787)
H (-0.19760, -0.74569, -0.65688)
H (-2.65542, 0.49526, -0.69208)
N (-2.12429, -0.19222, -0.22248)
N (0.33848, 2.02870, 0.75385)
S (2.74908, 0.25679, -0.95678)
C (-0.09525, 1.02792, 0.36800)
N (2.54784, -1.54008, 0.94145)
N (2.63374, -0.78195, 0.14797)

Atom charges from the natural (NBO) analysis, given in e for atoms 1 to 5: atom 1 (N): -0.508, atom 2 (H): 0.363, atom 3 (H): 0.398, atom 4 (H): 0.371, atom 5 (N): -0.648

---

Most stable structure: run Q

---

Run P
The following is a DFT calculation (ωB97M-V/def2-TZVPD) of a cluster of 2 separate species, C2H3F2IO in total.

Computed properties:
charge = 0
E_HOMO = -9.259 eV
SMILES = FC(F)=CI.O
Kohn-Sham gap = 9.47 eV

Element x y z (Å)
C (-0.18470, 1.40994, 1.86594)
C (-1.39699, 1.16311, 1.43381)
I (0.67311, 0.62090, 3.66584)
F (-2.32131, 0.48044, 1.90435)
H (-0.92646, 0.11471, -1.10658)
H (-0.21681, -1.36973, -1.52567)
F (-1.85973, 1.88888, 0.37166)
O (-0.72081, -0.79867, -0.94262)
H (0.50796, 1.92873, 1.17000)

Atom charges from the natural (NBO) analysis, given in e for atoms 1 to 5: atom 1 (C): -0.536, atom 2 (C): 0.728, atom 3 (I): 0.153, atom 4 (F): -0.257, atom 5 (H): 0.494

---

Run Q
The following is a DFT calculation (ωB97M-V/def2-TZVPD) of a cluster of 2 separate species, C2H3F2IO in total.

Computed properties:
charge = 0
E_HOMO = -9.423 eV
SMILES = FC(F)=CI.O
Kohn-Sham gap = 9.48 eV

Element x y z (Å)
H (1.27921, -1.41628, 0.13758)
I (-1.46997, 1.38977, -2.43037)
F (0.85163, 0.54514, -0.31790)
C (-1.35753, 1.33609, -0.27165)
H (2.05264, -2.70794, 0.45395)
C (-0.28277, 0.80942, 0.34853)
H (-2.25350, 1.70718, 0.13437)
O (1.23956, -2.36215, 0.34572)
F (-0.05927, 0.69877, 1.59976)

Atom charges from the natural (NBO) analysis, given in e for atoms 1 to 5: atom 1 (H): 0.475, atom 2 (I): 0.144, atom 3 (F): -0.324, atom 4 (C): -0.510, atom 5 (H): 0.464

---

Most stable structure: run Q

---

Run P
The following is a DFT calculation (ωB97M-V/def2-TZVPD) of a cluster of 5 separate species, H12NO4 in total.

Computed properties:
charge = +1
E_HOMO = -15.168 eV
Kohn-Sham gap = 12.08 eV

Element x y z (Å)
H (-0.79548, -0.95660, 2.24892)
H (1.17328, -3.20835, 1.70837)
O (-0.62449, 3.22622, -1.67180)
O (-0.90239, -0.01856, 2.46065)
H (0.65037, 2.02575, -0.57014)
H (1.53335, -3.78956, 0.29717)
H (-0.06186, 3.67945, -2.27771)
H (-1.59885, -0.05882, 3.09529)
H (0.29775, -2.00376, -1.12806)
H (0.58144, 0.28386, -0.57484)
H (-0.61313, -1.44410, -2.18301)
H (1.02385, 1.06333, 0.75900)
O (1.40941, -2.98843, 0.79441)
O (-0.38605, -1.33248, -1.24531)
N (0.42721, 1.16478, -0.06148)
H (-1.55463, 3.11782, -1.85075)
H (-0.55979, 1.23944, 0.19927)

Atom charges from the natural (NBO) analysis, given in e for atoms 1 to 5: atom 1 (H): 0.476, atom 2 (H): 0.489, atom 3 (O): -1.005, atom 4 (O): -0.961, atom 5 (H): 0.465

---

Run Q
The following is a DFT calculation (ωB97M-V/def2-TZVPD) of a cluster of 5 separate species, H12NO4 in total.

Computed properties:
charge = +1
E_HOMO = -14.488 eV
Kohn-Sham gap = 11.41 eV

Element x y z (Å)
O (-1.44647, 0.32764, -1.16654)
O (-0.19610, -2.25695, 1.20375)
H (1.93431, 0.39185, 0.26678)
H (1.59704, 2.01830, 4.03668)
O (-1.03769, 0.57521, -4.53101)
H (1.51517, 0.51169, 1.98016)
H (-2.38054, 0.33594, -1.42095)
H (-1.01319, -1.96097, 1.62535)
H (1.14131, 0.61125, 4.23504)
O (1.42965, 1.21103, 3.53363)
H (-1.04767, -0.25683, -5.01674)
H (-0.53209, 1.15822, -5.10798)
H (-1.07014, 0.24849, -2.05575)
H (0.99014, -0.80133, 1.01348)
N (1.27303, 0.18411, 1.01514)
H (-0.52088, -2.82269, 0.49304)
H (0.46136, 0.73077, 0.71004)

Atom charges from the natural (NBO) analysis, given in e for atoms 1 to 5: atom 1 (O): -0.977, atom 2 (O): -0.963, atom 3 (H): 0.437, atom 4 (H): 0.512, atom 5 (O): -0.958

---

Run R
The following is a DFT calculation (ωB97M-V/def2-TZVPD) of a cluster of 5 separate species, H12NO4 in total.

Computed properties:
charge = +1
E_HOMO = -15.321 eV
Kohn-Sham gap = 12.38 eV

Element x y z (Å)
H (-1.41908, 0.90187, 0.04778)
N (-0.56720, 0.43696, -0.24859)
H (-1.80853, 2.55568, 2.54459)
H (0.28958, 1.01311, -0.40323)
H (-3.06690, 1.93183, 1.84152)
H (-0.72351, -0.20582, -1.02885)
H (1.18273, -1.59998, -2.89628)
O (0.27908, -2.33189, 1.11594)
H (2.13873, 1.72758, -1.49025)
H (-0.41575, -2.63793, 1.71448)
O (-2.16240, 1.75916, 2.12173)
O (0.46620, -1.27124, -2.33623)
O (1.98589, 1.44816, -0.58113)
H (-0.17821, -1.98248, -2.47715)
H (-0.26236, -0.17605, 0.50644)
H (2.78809, 1.17464, -0.12292)
H (0.77119, -3.15228, 0.98560)

Atom charges from the natural (NBO) analysis, given in e for atoms 1 to 5: atom 1 (H): 0.450, atom 2 (N): -0.892, atom 3 (H): 0.495, atom 4 (H): 0.476, atom 5 (H): 0.486

---

Most stable structure: run R